Record 1
16
Properties=species:S:1:pos:R:3:forces:R:3:lowdin_charge:R:1 method="wB97M-V/def2-TZVPD" total_charge=-2 e_homo_ev=0.19 smiles=[O-]CNCCC[S-] e_above_lowest_kj_mol=17.07 max_force_ev_per_a=0.6 energy_ev=-18664.6147
C -1.1980 0.6245 -0.0162 0.0597 0.5930 0.1534 -0.340
S -3.7083 0.1720 1.2105 0.0295 -0.0122 -0.0688 -0.065
H 0.6887 1.0010 0.9294 0.1972 0.0443 -0.0875 0.101
H 2.3268 -1.7830 -1.2535 0.0627 -0.0450 0.0174 0.059
C 0.3357 0.5994 -0.0248 -0.2743 -0.2298 -0.2624 -0.306
H 2.2285 -0.0500 -1.6951 0.1936 0.0703 -0.0011 0.060
N 0.8860 -0.7228 -0.2411 0.0219 -0.4437 0.2364 -0.092
H -1.5901 0.2381 -0.9656 -0.0323 -0.2383 0.1429 0.083
H 0.6735 1.2631 -0.8432 0.1109 0.2587 0.1199 0.086
C 2.2939 -0.7490 -0.7889 -0.4372 -0.0809 -0.3283 -0.653
C -1.8701 -0.0127 1.1936 -0.5585 0.2282 0.0612 -0.793
H -1.5145 1.6813 0.0027 0.0725 -0.1497 -0.0907 0.077
H 0.3123 -1.2083 -0.9295 -0.0478 0.1390 0.0703 0.072
H -1.4972 0.4887 2.0930 0.1745 -0.0835 -0.0629 0.026
H -1.6324 -1.0641 1.2858 0.2167 -0.2488 -0.0794 0.020
O 3.2649 -0.4782 0.0429 0.2108 0.1983 0.1795 -0.335



Record 2
16
Properties=species:S:1:pos:R:3:forces:R:3:lowdin_charge:R:1 method="wB97M-V/def2-TZVPD" total_charge=-2 e_homo_ev=0.47 smiles=C[C@H](C[S-])NC[O-] e_above_lowest_kj_mol=200.67 max_force_ev_per_a=4.1 energy_ev=-18662.7119
S -2.8266 1.8971 -1.0224 1.3275 -0.9083 0.6947 -0.176
H 0.7823 0.1577 1.6146 -0.2315 -1.0768 -0.8097 0.085
C 0.7590 0.8512 -1.0379 0.4098 -0.0358 -2.3118 -0.123
C 0.8751 -1.6765 0.7064 1.2440 -0.7686 1.2310 -0.649
H 1.0907 -0.0256 -1.6717 0.3355 0.8426 0.8796 0.056
H -1.3713 1.7077 1.0371 -0.2062 -0.8151 -1.2693 0.044
C -1.6199 0.9513 0.1949 -1.7052 2.3134 1.6779 -0.723
H -2.2349 0.2115 0.7543 0.3244 0.3874 -0.6183 0.022
H 0.6689 -2.0929 -0.3793 -0.2166 1.1938 0.9555 0.083
O 2.1219 -1.3839 0.9833 3.0217 -0.3618 -0.5551 -0.380
H -0.7109 -0.6604 -0.9425 0.4695 1.9399 2.2112 0.137
C -0.3704 0.2279 -0.1670 0.0631 -2.7117 -0.8710 -0.493
N 0.1163 -0.4907 1.1479 -2.4221 1.2915 -3.0866 -0.034
H 1.6968 1.3609 -0.6907 -1.0459 -0.6324 0.6294 0.058
H 0.6372 -2.5655 1.3423 -1.0759 -0.1730 0.0566 0.042
H 0.3859 1.5301 -1.8693 -0.2922 -0.4854 1.1859 0.051



Record 3
16
Properties=species:S:1:pos:R:3:forces:R:3:lowdin_charge:R:1 method="wB97M-V/def2-TZVPD" e_homo_ev=-7.87 smiles=CO[C@@H]1CCN1S e_above_lowest_kj_mol=438.55 max_force_ev_per_a=4.1 energy_ev=-18662.9812
H 1.2533 1.8923 -1.3830 1.3560 -1.0619 2.3596 0.143
H -1.9890 -1.7968 -0.5641 1.0569 1.3024 0.5103 0.122
H -0.2149 -2.0759 1.2329 0.0132 -0.3901 -0.2141 0.104
C 0.0801 -1.5533 0.3249 3.0977 -1.3397 0.1329 -0.160
H 1.0800 2.3171 0.3043 -0.1279 0.2593 0.8424 0.072
S -2.3105 1.0778 0.1170 -0.1310 0.6592 -0.1003 0.663
C 1.7086 1.6681 -0.2769 -3.1763 0.1079 -2.5660 -0.087
C 0.4863 -0.1247 0.6920 -3.0492 2.6451 -0.3704 -0.251
C -1.0101 -1.2058 -0.6027 -1.0369 0.6530 -3.4152 -0.301
N -0.9187 0.2941 -0.4124 1.1225 -1.2293 2.5491 -0.498
O 1.6313 0.3179 0.1281 -0.0275 -0.6668 -0.5183 -0.146
H 2.7075 1.8994 -0.1974 2.1488 0.8864 -0.0996 0.054
H -3.0346 0.1947 0.8461 0.4128 -0.2373 0.1365 -0.167
H 0.9659 -2.0951 -0.2496 -1.6862 0.9277 1.6262 0.160
H 0.2904 0.4101 1.7454 0.1528 -1.5267 -2.0725 0.176
H -0.7257 -1.2200 -1.7046 -0.1257 -0.9890 1.1993 0.118



Record 4
16
Properties=species:S:1:pos:R:3:forces:R:3:lowdin_charge:R:1 method="wB97M-V/def2-TZVPD" e_homo_ev=-8.33 e_above_lowest_kj_mol=436.33 max_force_ev_per_a=3.6 energy_ev=-18663.0041
C 1.1522 2.2672 0.3355 -0.2655 -1.2363 -0.7822 -0.170
H -2.8592 -2.6567 -0.5528 1.1269 1.2939 -0.3483 0.132
H 1.0849 0.0680 -0.1898 -0.3919 1.5728 -0.4514 0.069
H -2.5963 -1.8320 0.9467 -0.4755 0.1770 1.9158 0.071
H 0.3772 1.2267 -1.4951 0.1941 -0.2203 0.9367 0.083
C 0.6066 1.0759 -0.4121 -2.6732 -1.6285 0.1231 -0.214
O -2.4202 1.6410 -0.0634 -0.7350 1.3729 -0.3330 -0.507
C -2.2222 -1.8900 -0.0225 -0.8390 -2.2300 0.5887 -0.183
H 2.0102 2.5696 -0.2599 0.3422 0.4087 0.4060 0.073
H -0.2531 -1.3909 0.7068 1.1581 -0.0609 1.8705 0.055
H -0.2218 -2.2275 -0.8900 0.3517 0.1524 -0.4443 0.109
H 0.4310 3.0745 0.3856 -0.0499 0.1686 0.0834 0.069
S -1.4775 0.6654 0.4148 2.3688 -0.1620 -0.1818 0.918
N -1.7137 -0.7070 -0.5508 0.3218 2.2014 -2.8420 -0.333
H 1.4232 1.8837 1.3073 0.3354 0.5421 0.4451 0.066
C -0.7551 -1.6556 -0.1573 -0.7691 -2.3517 -0.9864 -0.239



Record 5
16
Properties=species:S:1:pos:R:3:forces:R:3:lowdin_charge:R:1 method="wB97M-V/def2-TZVPD" e_homo_ev=-9.22 smiles="N[C@H](C=O)CCS" e_above_lowest_kj_mol=116.34 max_force_ev_per_a=1.7 energy_ev=-18666.3206
H -1.3410 -0.4395 -1.3355 -0.3933 -0.1376 0.0339 0.062
H -0.9204 -2.1601 -1.3850 0.1282 -0.2534 -0.1690 0.056
H 0.4962 1.8733 -1.1024 -0.1075 -0.1361 -0.1005 0.087
C -0.9744 -1.2844 -0.7595 0.3992 0.4180 0.7123 -0.535
N -0.2453 1.5206 -0.4979 0.2793 0.4855 -0.2920 0.063
H -3.0633 -0.8247 0.3779 -0.0066 0.0449 -0.0351 -0.153
H 1.1018 -0.7798 -1.0860 -0.2717 0.0120 -0.1170 0.124
S -2.0621 -1.6612 0.6669 -0.0502 0.0060 -0.2107 0.703
C 0.3964 -0.8408 -0.2416 0.5311 0.1152 -0.8989 -0.258
H 2.0185 0.1863 1.7397 0.1469 -0.0831 -0.0203 0.130
C 0.3453 0.5559 0.3951 0.0476 -0.4478 0.6128 -0.417
H -0.2157 0.4215 1.3283 -0.4821 0.2949 -0.1964 0.126
O 2.4333 1.7574 0.5837 0.7975 1.2953 -0.7088 0.083
C 1.7186 0.8773 0.9219 -0.6950 -1.2369 0.7806 -0.264
H -0.5680 2.3563 -0.0218 -0.0603 -0.2273 0.2454 0.087
H 0.8801 -1.5582 0.4163 -0.2633 -0.1495 0.3637 0.106



Record 6
16
Properties=species:S:1:pos:R:3:forces:R:3:lowdin_charge:R:1 method="wB97M-V/def2-TZVPD" e_homo_ev=-8.37 e_above_lowest_kj_mol=396.08 max_force_ev_per_a=5.1 energy_ev=-18663.4214
H -2.4102 -1.9723 -0.9224 -0.4118 2.3561 -0.8654 0.121
H -0.7254 2.2768 1.0381 -0.4202 0.1841 1.9359 0.051
N 1.2818 0.6468 -0.4372 -1.3248 -0.5047 2.2574 -0.307
H -2.2777 -1.3590 1.3565 0.4797 -0.7057 -1.2938 0.115
H -3.7355 -0.7208 -0.8812 -0.2280 0.2587 0.1959 0.060
O -0.5603 -0.4961 0.5619 0.4474 -0.1603 -0.8379 -0.127
H -2.2433 0.2292 1.3594 -0.8341 -0.5135 -2.5015 0.139
H -0.1816 2.7394 -0.4448 -1.7444 -1.8045 0.0712 0.126
H -1.9734 1.6668 -0.1869 3.3896 1.0165 0.2924 0.129
C -0.7922 1.8756 0.0728 -0.5865 1.2101 -2.6245 -0.053
C 0.0625 0.6570 0.0500 0.8998 -2.2932 -1.0242 -0.507
C -2.0470 -0.6195 0.5608 1.0099 2.4851 4.3922 -0.281
C -2.6646 -0.8264 -0.8090 2.7576 -0.7010 -0.4332 -0.073
S 2.6038 -0.5152 -0.0762 -2.1213 -0.4917 0.5426 0.602
H -2.0862 -0.0732 -1.5394 -1.4761 -2.1498 1.2133 0.122
H 2.1299 -1.6233 0.7580 0.1633 1.8137 -1.3205 -0.117



Record 7
16
Properties=species:S:1:pos:R:3:forces:R:3:lowdin_charge:R:1 method="wB97M-V/def2-TZVPD" e_homo_ev=-7.93 e_above_lowest_kj_mol=372.31 max_force_ev_per_a=4.7 energy_ev=-18663.6677
N 1.0093 0.7344 -2.0461 1.7475 -0.3934 -0.2271 -0.419
H -0.8506 0.5971 2.5659 -0.9864 -1.4923 -0.7850 0.127
H -0.8889 -2.0131 0.3187 0.4111 -0.8939 1.0514 0.099
C -1.1156 -0.3213 -0.7822 0.9097 0.8700 -1.7490 -0.322
C -0.2014 -1.2278 0.0866 1.4487 2.4369 -1.4680 -0.171
H 1.0404 1.8074 1.0672 -0.1341 0.7173 0.0503 0.087
S -0.1092 1.2660 -1.1152 -0.1712 -1.6846 0.6520 0.902
O -1.0168 -0.1657 1.9270 0.6074 3.9074 1.4476 -0.081
H 0.7748 -1.5302 -0.4613 -2.0082 0.1783 0.4925 0.140
H -1.2270 -0.7709 -1.8348 -0.3703 0.9381 1.5911 0.107
H 0.8205 -0.6989 1.9095 1.7244 0.0454 0.2108 0.130
C 0.2264 -0.1842 1.1921 -2.0671 -4.2015 -0.6984 -0.422
H -2.0073 0.1304 -0.3042 0.1320 -1.2571 -0.1680 0.075
C 0.8498 0.9539 0.4429 -2.2303 0.6241 1.0777 -0.269
H 0.9442 0.8308 -3.0323 -0.5843 0.6744 -0.7057 -0.043
H 1.7513 0.5921 0.0661 1.5710 -0.4691 -0.7722 0.059